(1)
Entry from OMol25: one molecule with the formula C21H15F4N5O3 at a distorted geometry (the ωB97M-V functional and the def2-TZVPD basis).

The geometry in XYZ format:
```
48
Properties=species:S:1:pos:R:3:forces:R:3:nbo_charge:R:1
N 6.9463 5.6370 2.2665 1.14 0.74 0.68 -0.2484
O -2.9938 -4.7718 0.8010 0.85 0.91 0.25 -0.6315
O 2.0587 0.2911 0.6148 0.41 -1.10 -0.65 -0.6036
O 0.5935 4.2440 -0.7338 -1.42 -4.44 0.51 -0.5940
F -0.5359 -2.5228 3.2203 1.24 -0.14 1.96 -0.3169
F 7.2654 2.3473 1.0640 0.83 -0.94 -0.33 -0.2757
F 6.4476 1.6479 -0.9864 1.41 0.79 1.89 -0.3361
F 7.3273 3.6499 -0.6991 0.81 -0.70 0.29 -0.3086
C 6.0453 5.1734 1.7513 -0.11 -0.30 -0.56 0.2373
N 3.7707 4.8262 1.4500 -0.05 1.14 1.19 -0.3780
C -2.2828 -4.1442 1.6003 -1.75 -0.69 -1.72 0.6385
C 1.2991 0.9965 -0.0029 0.69 -1.52 2.59 0.8005
C 0.5335 2.9817 -0.5319 0.26 5.62 -1.27 0.6812
C 2.7002 4.1643 1.1279 2.47 -3.25 -2.67 0.1039
C 4.9907 4.4603 1.1389 0.24 -3.85 -3.03 0.1007
C -2.0382 -2.2423 -0.0268 -0.88 -0.74 0.75 -0.1146
C -1.4819 -1.0869 -0.5381 -0.76 -0.29 -0.12 -0.2760
C -0.1190 -0.9913 1.4815 -0.75 0.13 1.03 -0.3438
C 4.0759 2.4429 0.0002 2.62 1.68 -0.73 -0.1647
C -0.7673 -2.1223 2.0063 -0.77 0.92 -3.02 0.5033
C -1.6933 -2.8258 1.2523 -0.23 1.36 -1.96 -0.2423
C 2.8526 2.9502 0.3380 -1.57 1.48 1.04 0.1323
C -0.5909 -0.4279 0.2843 0.86 -1.11 -0.26 0.2478
C 5.2522 3.2534 0.2465 -2.14 0.50 3.10 -0.0837
N 1.6488 2.3295 -0.1112 -1.77 -0.28 -0.90 -0.4743
N -2.0288 -4.6609 2.7953 2.37 3.52 2.63 -0.6016
N -0.0243 0.6717 -0.3488 2.76 4.16 -0.69 -0.4721
C 6.6711 2.6734 -0.0490 -3.83 1.79 -2.03 0.9755
C -2.4967 -5.8792 3.1876 -2.04 -3.96 2.17 -0.4199
C -2.6981 2.4075 -1.3520 -3.23 -1.71 1.28 -0.3932
C -1.9639 2.3500 0.0641 -0.74 0.58 -2.41 -0.4199
C -1.4753 2.1836 -2.1106 1.55 -2.20 0.43 -0.4083
C -0.6683 2.0177 -0.7462 0.75 -0.78 0.61 0.0882
H 1.7708 4.5201 1.3942 -1.81 0.74 0.54 0.2152
H -2.8850 -2.6800 -0.5512 0.48 -0.46 -0.02 0.2449
H -1.6461 -0.6425 -1.5718 -0.21 -0.96 1.60 0.2289
H 0.6820 -0.5844 2.1010 -0.41 0.16 -0.42 0.2614
H 4.2071 1.5536 -0.6124 -0.30 0.10 0.33 0.2618
H -1.6674 -4.0154 3.5620 -0.61 -1.45 -1.82 0.4110
H -3.4562 -5.8271 3.8478 1.20 -0.15 -1.50 0.1862
H -2.5844 -6.5718 2.3444 -0.76 0.53 -0.05 0.2402
H -1.8164 -6.4919 3.8108 0.26 0.93 0.07 0.2006
H -3.4795 1.5987 -1.5823 1.07 0.81 0.91 0.2056
H -3.2071 3.2748 -1.6927 -0.40 1.23 0.53 0.2166
H -1.9249 3.3224 0.4989 0.21 0.76 0.38 0.2331
H -2.3642 1.6711 0.7956 0.22 -0.62 0.08 0.2362
H -1.5580 1.2314 -2.6592 0.67 0.54 -0.12 0.2173
H -1.2908 3.0174 -2.7390 1.14 0.53 -0.55 0.2389
```
Positions in Å, forces in eV/Å.

strongest force on any atom: 5.8 eV Å⁻¹
electronic energy: -46480.788 eV
2S+1: 1
HOMO: -9.394 eV

***

(2)
Entry from OMol25: an isolated ion of composition C7H11O6 and charge +1 at a distorted geometry (the ωB97M-V functional and the def2-TZVPD basis).

The geometry in XYZ format:
```
24
Properties=species:S:1:pos:R:3:forces:R:3:nbo_charge:R:1
C 0.8343 1.0616 0.5407 -0.74 1.81 0.11 0.0709
C -0.6915 1.0835 0.2430 1.91 -0.67 3.80 0.0539
C 1.5196 0.3800 -0.6810 0.63 1.87 0.02 -0.0719
C -0.4983 -1.4126 0.0896 -1.04 -1.40 -0.17 0.0685
C -1.2167 -0.2802 0.0506 1.94 -1.09 -0.65 -0.0676
C 1.8355 -0.9060 -0.1266 -2.10 -3.82 1.46 0.8951
C -2.6618 -0.2998 -0.3423 0.92 1.64 -1.02 -0.0839
O 1.1174 0.3901 1.7394 0.31 -0.22 -0.23 -0.7208
O -0.9891 2.0187 -0.6485 -1.68 2.41 -1.43 -0.6930
O 2.7011 0.9810 -1.1215 2.53 -1.73 1.23 -0.6637
O 3.0732 -1.1761 0.0778 0.06 -3.45 1.40 -0.5987
O -3.1475 -1.5639 -0.6139 -0.83 -0.41 1.46 -0.6777
O 0.9220 -1.7838 0.3087 0.54 3.04 -1.60 -0.4047
H 1.1444 2.1370 0.6602 0.06 -0.95 -0.75 0.2329
H -1.1317 1.4046 1.2590 0.29 -0.05 -1.32 0.2003
H 0.7537 0.4440 -1.4745 0.51 -0.80 0.07 0.2495
H -1.0524 -2.3460 -0.0735 0.66 0.32 0.13 0.2413
H -2.6503 0.3549 -1.2888 -0.58 -1.06 1.25 0.2172
H -3.1369 0.2988 0.4643 -0.53 -0.51 -0.54 0.1961
H 0.5705 0.8314 2.3820 -0.08 0.04 0.90 0.4959
H -0.6164 2.0435 -1.5327 0.32 -0.56 0.00 0.5001
H 3.5052 0.3980 -0.7202 -2.49 2.54 -1.59 0.5021
H 3.2310 -2.1365 0.5416 -0.64 3.06 -1.36 0.5772
H -3.4152 -1.9222 0.2664 0.02 -0.01 -1.16 0.4809
```
Positions in Å, forces in eV/Å.

strongest force on any atom: 4.6 eV Å⁻¹
electronic energy: -19711.809 eV
2S+1: 1
HOMO: -13.991 eV
total charge: +1

***

(3)
Entry from OMol25: one molecule with the formula C4H3N at a distorted geometry (the ωB97M-V functional and the def2-TZVPD basis).

The geometry in XYZ format:
```
8
Properties=species:S:1:pos:R:3:forces:R:3:nbo_charge:R:1
C -1.5093 -1.0656 -1.1172 0.11 2.49 0.04 -0.4243
C -1.1171 -0.2622 -0.2296 0.59 0.13 1.23 0.1570
C 0.8843 1.2686 0.1578 -1.06 -2.92 0.10 -0.0609
C 0.8995 -0.0231 0.4679 6.80 3.80 -1.30 0.0021
N -0.3228 0.3360 0.8420 -5.86 0.12 -1.28 -0.4536
H 1.7851 -0.5880 0.6848 -0.55 -1.48 0.21 0.2412
H -1.3275 -1.8086 -0.3699 -0.20 -2.25 0.76 0.2816
H 0.7079 2.1430 -0.4359 0.17 0.11 0.24 0.2569
```
Positions in Å, forces in eV/Å.

strongest force on any atom: 7.9 eV Å⁻¹
electronic energy: -5677.492 eV
2S+1: 1
HOMO: -9.724 eV

***

(4)
Entry from OMol25: an isolated ion of composition C12H25BINO2PS2 and charge +1 at a distorted geometry (the ωB97M-V functional and the def2-TZVPD basis).

The geometry in XYZ format:
```
45
Properties=species:S:1:pos:R:3:forces:R:3:nbo_charge:R:1
C 3.3004 -2.9912 1.1478 -0.59 0.49 -0.01 -0.6162
C 2.7789 -1.7086 0.4323 1.24 -1.10 -0.69 -0.2097
N 3.2548 -0.4603 1.0629 -1.61 0.94 -0.68 -0.5266
C 2.2520 0.1923 1.9026 -0.30 0.43 1.35 -0.2166
C 2.8709 0.8665 3.1659 -0.74 -0.49 -0.70 -0.6088
C 3.8939 0.4225 0.1480 1.32 -0.93 -0.23 -0.1380
S 5.4982 0.2485 -0.0670 -0.60 0.25 -0.08 0.1789
S 3.0975 1.7649 -0.7964 -0.23 0.42 0.10 0.2100
C 2.0317 1.0737 -2.1075 -1.12 -0.48 0.08 -0.5312
C 0.8528 0.1592 -1.5879 0.48 0.49 -0.50 -0.4360
C -0.5429 0.7535 -1.9642 0.49 -0.50 -0.15 -0.7275
P -1.8906 0.5303 -0.7152 0.23 -0.25 -0.99 0.8921
I -1.3801 -1.0313 1.0609 0.05 0.38 -0.43 0.1301
C -3.4141 -0.0819 -1.5938 -0.93 -1.34 1.63 -0.7562
C -4.0854 -1.2201 -0.7157 1.15 -0.78 -3.58 0.2017
C -5.1034 -2.1510 -1.5632 -0.51 0.68 2.10 -0.4282
O -3.6687 -2.5034 -0.9908 -0.48 1.76 2.61 -0.4763
B -2.1836 2.2724 0.1469 -0.62 1.00 0.89 0.7615
C -3.5348 2.4527 0.9459 0.65 -0.35 -0.64 -1.0135
O -1.2326 3.2434 0.0521 -0.10 -1.33 0.57 -0.8402
H 4.2594 -3.3154 0.7218 -0.27 0.17 0.28 0.2277
H 2.5561 -3.7903 1.0068 0.37 0.10 0.10 0.2087
H 3.4172 -2.7931 2.2242 -0.01 -0.18 -0.35 0.2194
H 3.2226 -1.7360 -0.5810 -0.36 0.05 0.31 0.2070
H 1.6881 -1.7636 0.2831 0.27 0.30 0.38 0.1734
H 1.5299 -0.5493 2.2879 0.44 0.00 -0.34 0.1930
H 1.6364 0.9537 1.3786 0.37 -0.31 -0.12 0.1651
H 3.2616 0.0598 3.8005 0.19 0.49 -0.09 0.2212
H 3.6393 1.6039 2.8967 -0.17 -0.28 0.21 0.2202
H 2.0337 1.3582 3.6916 0.51 -0.03 -0.04 0.2075
H 1.5344 1.9503 -2.5606 0.68 -0.03 0.26 0.2270
H 2.5891 0.5989 -2.9278 0.05 0.02 0.52 0.2387
H 0.9636 0.0716 -0.5016 -0.14 -0.19 -0.35 0.2254
H 0.9528 -0.8229 -2.0746 -0.14 0.17 0.54 0.2379
H -0.4616 1.8400 -2.1480 -0.21 -0.33 0.29 0.2635
H -0.8663 0.3037 -2.9173 -0.12 0.16 0.41 0.2711
H -4.2006 0.6817 -1.6825 0.61 0.14 -0.19 0.2813
H -3.2030 -0.5771 -2.5494 0.20 0.42 0.21 0.2978
H -4.3747 -0.9724 0.3207 -0.02 -0.16 -0.56 0.2170
H -5.3021 -3.2391 -1.5240 -0.42 0.33 -1.99 0.3412
H -5.8618 -1.9579 -0.7213 0.64 -1.02 0.36 0.1999
H -4.3267 1.8177 0.5179 -0.03 0.46 0.26 0.2314
H -3.8028 3.5165 0.9943 -0.15 -0.39 0.09 0.2814
H -3.3397 2.0687 1.9681 -0.09 0.27 -0.32 0.2794
H -0.3395 2.8603 0.1323 0.04 0.54 -0.54 0.5144
```
Positions in Å, forces in eV/Å.

strongest force on any atom: 3.8 eV Å⁻¹
electronic energy: -58159.244 eV
2S+1: 1
HOMO: -10.775 eV
total charge: +1

***

(5)
Entry from OMol25: C3H14IrNOS as an isolated structure at a distorted geometry (the ωB97M-V functional and the def2-TZVPD basis).

The geometry in XYZ format:
```
21
Properties=species:S:1:pos:R:3:forces:R:3:mulliken_spin:R:1
C 0.8816 -2.1043 -1.8585 -0.46 -0.78 -0.06 -0.0200
Ir 0.0904 0.7156 2.2296 -3.59 4.25 -0.79 2.5282
N -0.1735 2.3028 0.9101 -0.15 1.98 -0.83 0.0490
H -1.0664 0.1292 1.2514 -0.63 -0.98 -1.00 0.4160
H -1.0948 2.7616 0.9801 0.53 -0.12 0.04 0.0033
H 1.3289 -1.2388 -2.3063 0.45 0.36 -0.16 -0.0031
H 0.1200 -2.4785 -2.5533 0.10 0.09 0.25 0.0020
H 0.3948 -1.8214 -0.9226 0.01 -0.07 -0.07 0.0123
H 1.6065 -2.9149 -1.6983 -0.12 0.44 0.01 -0.0004
H 0.5481 3.0232 1.0531 -0.41 -0.06 -0.25 0.0111
H -0.1028 1.9799 -0.0585 0.08 0.11 0.18 -0.0059
C 1.1329 -2.2621 2.1402 0.84 -0.61 -0.20 0.0215
S 1.5762 -0.6454 2.6745 6.38 -4.85 -0.11 0.8323
C -0.3745 -0.3909 3.8701 -1.69 -0.07 3.11 0.5736
O 2.6082 -0.6801 3.7538 -0.64 0.31 -0.32 0.4706
H 0.1833 -2.6222 2.5430 0.13 0.23 -0.10 0.0132
H 1.9603 -2.8459 2.5296 0.02 -0.54 -0.19 -0.0022
H 1.1385 -2.2452 1.0464 -0.06 -0.19 0.22 0.0201
H -0.7058 -1.4274 3.8119 0.18 0.21 -0.17 0.0147
H 0.2057 -0.2008 4.7794 -0.41 -0.01 0.02 0.0329
H -1.2747 0.2537 3.8377 -0.55 0.30 0.41 0.0308
```
Positions in Å, forces in eV/Å.

strongest force on any atom: 8.0 eV Å⁻¹
electronic energy: -20533.405 eV
2S+1: 6
HOMO (spin up / spin down): -10.214 / -15.067 eV
⟨S²⟩: 8.76
total charge: +1

***

(6)
Entry from OMol25: C3H11NS as an isolated structure at a distorted geometry (the ωB97M-V functional and the def2-TZVPD basis).

The geometry in XYZ format:
```
16
Properties=species:S:1:pos:R:3:forces:R:3:nbo_charge:R:1
C -1.3254 -1.6095 -2.1119 -0.25 0.44 0.50 -0.6245
C -0.4884 -0.9823 -0.9850 -0.36 -0.40 -0.01 -0.5013
S -1.4858 0.2541 -0.0160 3.25 1.60 -0.10 -0.1975
H -1.9362 -0.7688 -2.4250 -0.06 -0.08 -0.86 0.2185
H -2.0355 -2.3788 -1.8234 0.08 -0.17 0.42 0.2063
H -0.7040 -2.0207 -2.9106 -0.06 0.23 0.02 0.2099
H 0.3282 -0.4765 -1.4988 0.06 0.16 0.38 0.2046
H -0.0921 -1.7238 -0.2864 0.09 0.08 -0.16 0.1993
C 1.1875 0.6715 1.5933 1.48 -1.04 0.39 -0.4726
N 0.9390 2.1187 1.4440 -0.86 -0.75 0.82 -0.8301
H 1.5775 0.2763 0.6451 0.33 0.06 0.32 0.1914
H 1.8659 0.4030 2.4111 0.21 0.23 -0.15 0.1894
H 0.3012 0.0615 1.7574 -0.12 0.57 0.23 0.2351
H -0.0838 1.1917 0.3244 -3.88 -1.21 -1.27 0.2279
H 1.7349 2.6646 1.7527 0.21 -0.11 -0.38 0.3784
H 0.2168 2.3191 2.1292 -0.12 0.39 -0.16 0.3651
```
Positions in Å, forces in eV/Å.

strongest force on any atom: 4.3 eV Å⁻¹
electronic energy: -15612.705 eV
2S+1: 1
HOMO: -8.371 eV